Computed, not measured: an isolated molecule of C3H5NO3 in a non-equilibrium geometry, with ωB97M-V/def2-TZVPD.

Properties
Relative energy (zero: lowest compared OMol25 entry of this formula, charge and spin) in kJ/mol: 456.7
Total charge: 0
E_LUMO (spin up / spin down) in hartree: 0.024 / 0.005
Energy in eV: -10820.9544
F_max in eV Å⁻¹: 4.92
HOMO energy (spin up / spin down) in eV: -7.92 / -7.81

Each line ends with the natural charge from an NBO analysis.
Positions of all 12 atoms, in Å:
C (0.05384, -2.23225, -0.51256)  0.608
C (0.48214, 0.07426, -0.37113)  -0.304
C (-0.91917, 0.01553, 0.24929)  0.530
N (0.90410, -1.27138, -0.61152)  -0.648
O (0.22343, -3.38091, -0.63315)  -0.535
O (-0.97240, 0.37311, 1.66254)  -0.769
O (-2.08443, 0.40950, -0.42879)  -0.694
H (0.59296, 0.61228, -1.25965)  0.210
H (1.06388, 0.57894, 0.43745)  0.218
H (1.93250, -1.46535, -0.99888)  0.385
H (-0.90198, -0.33695, 2.31761)  0.501
H (-2.86937, 0.22442, 0.10415)  0.498

Forces on the atoms, in the same order (eV/Å):
-1.700 0.409 1.114
-0.852 0.601 2.338
-1.308 -0.771 1.372
4.580 1.307 -1.250
-0.169 -2.441 -0.393
-0.154 0.104 -1.964
2.210 -0.139 0.438
-0.293 1.239 -1.386
-0.005 -0.488 -0.714
-2.781 0.454 1.076
0.081 -0.238 -0.853
0.390 -0.038 0.221